1.
The following is a quantum chemistry calculation of a structure of composition C4H4N2 at a distorted geometry, from OMol25.

Each line ends with the Löwdin charge.
CARTESIAN COORDINATES (ANGSTROEM)
C (0.185, -1.218, -0.468)  -0.105
C (1.533, -1.234, -0.608)  -0.075
C (1.448, 0.469, 0.277)  -0.011
C (-1.033, 0.925, 0.344)  -0.094
N (2.341, -0.298, -0.185)  0.035
N (0.055, 0.002, 0.182)  -0.184
H (-0.446, -2.043, -0.741)  0.102
H (-0.857, 1.699, 1.214)  0.119
H (-1.345, 1.443, -0.693)  0.123
H (-1.881, 0.255, 0.678)  0.088

Results
- energy above the lowest of the compared OMol25 structures with the same formula, charge and spin (kJ/mol) = 583.01
- lowest unoccupied orbital energy (spin up / spin down) (eV) = -0.1794 / -1.1799
- gap between HOMO and LUMO (spin up / spin down) (eV) = 8.7 / 7.7


2.
The following is a quantum chemistry calculation of a structure of composition C2H3CuLiO4 at a distorted geometry, from OMol25.

Each line ends with the Mulliken spin population.
CARTESIAN COORDINATES (ANGSTROEM)
O (-0.328, -1.279, 0.055)  0.001
C (-1.526, -1.013, 0.027)  0.000
C (-1.991, 0.409, -0.008)  -0.001
O (-0.964, 1.305, -0.008)  -0.001
O (4.232, 0.930, -0.769)  0.503
O (4.261, 0.897, 0.754)  0.512
Cu (0.658, 0.478, 0.033)  -0.003
Li (3.281, -0.878, -0.057)  -0.012
H (-2.274, -1.826, 0.014)  0.000
H (-2.689, 0.505, 0.858)  0.000
H (-2.660, 0.472, -0.899)  0.000

Results
- energy above the lowest of the compared OMol25 structures with the same formula, charge and spin (kJ/mol) = 133.63
- lowest unoccupied orbital energy (spin up / spin down) (eV) = -1.3143 / -1.2683
- 2S+1 = 2
- gap between HOMO and LUMO (spin up / spin down) (eV) = 7.5 / 7.3


3.
The following is a quantum chemistry calculation of a structure of composition C59H97BrCrN3O4SSi3, from OMol25.

Each line ends with the Mulliken spin population.
CARTESIAN COORDINATES (ANGSTROEM)
Cr (1.098, -1.400, -0.539)  3.133
C (-5.511, -4.665, -1.159)  0.008
C (-4.683, -4.689, 0.135)  -0.023
C (-5.347, -3.762, 1.155)  -0.001
C (-4.685, -6.112, 0.711)  0.008
C (-3.259, -4.248, -0.193)  0.025
C (-2.769, -3.029, 0.182)  0.050
C (-1.463, -2.648, -0.220)  0.117
N (-0.843, -1.510, 0.062)  0.345
C (-1.287, -0.603, 1.033)  -0.137
C (-2.485, 0.080, 1.012)  -0.019
C (-2.839, 0.907, 2.069)  0.002
C (-1.969, 0.932, 3.163)  0.014
C (-0.769, 0.225, 3.241)  -0.019
C (-0.351, -0.541, 2.108)  0.077
O (0.742, -1.228, 2.005)  0.038
C (0.025, 0.158, 4.549)  0.009
C (-0.586, 1.023, 5.653)  -0.001
C (1.474, 0.606, 4.352)  -0.002
C (0.026, -1.303, 5.033)  0.000
C (-4.147, 1.695, 2.006)  0.001
C (-4.331, 2.604, 3.221)  0.003
C (-5.334, 0.722, 1.946)  -0.001
C (-4.159, 2.573, 0.746)  -0.002
C (-0.608, -3.588, -0.905)  0.156
O (0.638, -3.255, -1.029)  0.119
C (-1.138, -4.826, -1.343)  -0.017
C (-2.436, -5.108, -0.977)  0.161
C (-0.269, -5.810, -2.127)  -0.003
C (0.417, -5.118, -3.315)  0.000
C (0.805, -6.378, -1.187)  0.005
C (-1.095, -6.975, -2.681)  -0.003
H (-6.536, -4.994, -0.966)  0.002
H (-5.075, -5.321, -1.916)  -0.003
H (-5.541, -3.655, -1.572)  -0.001
H (-6.337, -4.149, 1.408)  0.000
H (-5.477, -2.753, 0.761)  0.000
H (-4.760, -3.696, 2.074)  0.001
H (-5.698, -6.392, 1.013)  0.002
H (-4.036, -6.174, 1.587)  0.000
H (-4.342, -6.849, -0.016)  -0.001
H (-3.343, -2.345, 0.788)  0.021
H (-3.121, -0.021, 0.137)  0.004
H (-2.257, 1.529, 4.016)  0.002
H (-0.591, 2.082, 5.381)  0.000
H (0.014, 0.913, 6.561)  0.000
H (-1.607, 0.720, 5.893)  0.000
H (1.515, 1.658, 4.049)  -0.001
H (1.953, -0.003, 3.589)  0.003
H (2.031, 0.498, 5.289)  0.000
H (-0.997, -1.638, 5.225)  0.000
H (0.601, -1.396, 5.961)  0.000
H (0.470, -1.948, 4.275)  0.001
H (-4.380, 2.031, 4.150)  0.000
H (-5.267, 3.160, 3.121)  0.000
H (-3.515, 3.325, 3.303)  -0.001
H (-5.339, 0.073, 2.826)  0.001
H (-5.274, 0.085, 1.060)  0.000
H (-6.283, 1.266, 1.910)  0.000
H (-3.311, 3.261, 0.763)  0.001
H (-5.083, 3.157, 0.689)  0.000
H (-4.077, 1.975, -0.164)  0.001
H (-2.863, -6.046, -1.301)  0.021
H (1.122, -4.355, -2.991)  0.005
H (-0.322, -4.656, -3.975)  -0.004
H (0.968, -5.863, -3.897)  0.000
H (1.461, -5.582, -0.835)  0.001
H (1.419, -7.114, -1.714)  0.000
H (0.344, -6.862, -0.322)  -0.001
H (-1.913, -6.617, -3.311)  0.000
H (-1.515, -7.600, -1.888)  0.000
H (-0.449, -7.608, -3.292)  0.000
C (5.027, -6.804, 3.006)  0.000
C (4.795, -5.776, 1.930)  0.000
C (3.533, -5.227, 1.726)  0.001
C (3.310, -4.298, 0.721)  0.019
C (4.366, -3.910, -0.092)  -0.009
C (5.636, -4.436, 0.101)  -0.001
C (5.842, -5.366, 1.108)  0.000
S (4.100, -2.761, -1.420)  0.032
O (5.389, -2.180, -1.707)  -0.004
O (3.404, -3.449, -2.470)  0.001
N (3.101, -1.666, -0.822)  -0.075
C (3.468, -0.677, 0.066)  -0.027
C (4.703, -0.483, 0.691)  -0.009
C (4.797, 0.543, 1.604)  0.007
C (3.679, 1.318, 1.901)  -0.008
C (2.494, 1.033, 1.260)  0.051
N (2.389, 0.086, 0.332)  -0.040
H (4.202, -6.822, 3.717)  0.000
H (5.948, -6.599, 3.554)  0.000
H (5.118, -7.803, 2.573)  0.000
H (2.709, -5.527, 2.363)  0.000
H (2.323, -3.879, 0.569)  0.003
H (6.447, -4.104, -0.533)  0.001
H (6.834, -5.775, 1.265)  0.000
H (5.540, -1.115, 0.439)  -0.001
H (5.737, 0.730, 2.109)  0.000
H (3.716, 2.105, 2.641)  0.001
H (1.587, 1.576, 1.488)  0.018
C (-0.089, 6.933, 2.088)  0.000
C (0.132, 5.442, 1.784)  0.001
C (-1.101, 4.662, 2.274)  0.001
C (1.307, 4.940, 2.635)  0.000
Si (0.453, 5.155, -0.097)  -0.002
Br (0.061, 2.949, -0.391)  0.053
C (2.276, 5.488, -0.609)  0.000
C (2.753, 6.852, -0.079)  0.000
C (3.213, 4.397, -0.073)  0.000
C (2.439, 5.485, -2.134)  0.000
C (-0.820, 6.027, -1.246)  0.000
C (-2.239, 5.878, -0.679)  0.000
C (-0.850, 5.397, -2.647)  0.000
C (-0.505, 7.525, -1.394)  0.000
H (-0.243, 7.060, 3.165)  0.000
H (-0.972, 7.328, 1.586)  0.000
H (0.766, 7.550, 1.801)  0.000
H (-1.255, 4.892, 3.336)  0.000
H (-0.971, 3.582, 2.185)  -0.001
H (-2.013, 4.932, 1.745)  -0.001
H (1.029, 5.011, 3.693)  0.000
H (2.216, 5.524, 2.495)  0.000
H (1.533, 3.891, 2.428)  0.000
H (2.766, 6.893, 1.009)  0.000
H (2.138, 7.679, -0.439)  0.000
H (3.779, 7.028, -0.424)  0.000
H (3.242, 4.352, 1.012)  0.000
H (4.233, 4.602, -0.422)  0.000
H (2.933, 3.412, -0.443)  0.000
H (1.923, 6.319, -2.611)  0.000
H (2.090, 4.554, -2.583)  0.000
H (3.505, 5.582, -2.371)  0.000
H (-2.512, 4.827, -0.559)  0.000
H (-2.951, 6.325, -1.383)  0.000
H (-2.369, 6.381, 0.278)  0.000
H (-1.082, 4.332, -2.608)  0.000
H (0.083, 5.515, -3.193)  0.000
H (-1.638, 5.888, -3.230)  0.000
H (-0.505, 8.052, -0.439)  0.000
H (-1.266, 7.992, -2.029)  0.000
H (0.462, 7.693, -1.869)  0.000
C (-2.179, -2.059, -3.143)  0.012
Si (-0.950, -0.638, -3.318)  0.030
C (-0.920, -0.530, -5.218)  -0.012
C (-1.860, 0.880, -2.681)  0.004
C (0.757, -0.862, -2.609)  -0.213
Si (2.007, 0.280, -3.438)  0.016
C (2.624, -0.605, -4.980)  -0.003
C (1.276, 1.951, -3.966)  0.000
C (3.557, 0.901, -2.567)  0.008
H (-2.931, -1.929, -3.927)  0.000
H (-2.698, -2.068, -2.182)  0.007
H (-1.724, -3.042, -3.277)  -0.009
H (-1.953, -0.457, -5.573)  -0.002
H (-0.488, -1.441, -5.643)  -0.001
H (-0.367, 0.312, -5.630)  0.000
H (-2.919, 0.813, -2.951)  0.001
H (-1.457, 1.802, -3.108)  -0.001
H (-1.786, 0.962, -1.593)  0.002
H (1.070, -1.862, -2.952)  0.055
H (1.858, -0.631, -5.758)  0.000
H (2.888, -1.636, -4.725)  -0.001
H (3.516, -0.121, -5.390)  -0.001
H (0.339, 1.902, -4.515)  0.000
H (2.008, 2.465, -4.599)  -0.001
H (1.099, 2.570, -3.086)  -0.001
H (4.330, 0.136, -2.466)  0.001
H (3.348, 1.312, -1.581)  0.004
H (3.958, 1.711, -3.185)  0.000

Results
- energy above the lowest of the compared OMol25 structures with the same formula, charge and spin (kJ/mol) = 0.00
- lowest unoccupied orbital energy (spin up / spin down) (eV) = 2.1796 / 1.2043
- net charge = -1
- 2S+1 = 5
- gap between HOMO and LUMO (spin up / spin down) (eV) = 6.4 / 5.6


4.
The following is a quantum chemistry calculation of a cluster of 2 separate species, C5H11N3 in total, from OMol25.

Each line ends with the Löwdin charge.
CARTESIAN COORDINATES (ANGSTROEM)
C (-1.431, -0.915, 1.323)  0.008
C (-1.353, -1.863, 0.396)  -0.203
C (-0.484, -1.816, -0.770)  -0.202
C (-0.284, -2.839, -1.595)  0.002
H (-0.815, -0.027, 1.266)  0.020
H (-2.138, -0.983, 2.140)  0.051
H (-1.975, -2.742, 0.528)  0.097
H (0.029, -0.892, -1.004)  0.080
H (0.399, -2.707, -2.421)  0.050
H (-0.740, -3.812, -1.490)  0.054
N (0.659, 1.842, 1.351)  0.100
C (1.037, 1.823, 0.006)  -0.640
N (0.344, 2.724, -0.801)  0.104
N (1.940, 1.088, -0.507)  0.093
H (1.456, 1.692, 1.950)  0.096
H (0.145, 2.669, 1.614)  0.085
H (0.204, 3.637, -0.398)  0.078
H (0.786, 2.782, -1.707)  0.088
H (2.221, 0.340, 0.122)  0.039

Results
- energy above the lowest of the compared OMol25 structures with the same formula, charge and spin (kJ/mol) = 116.70
- lowest unoccupied orbital energy (eV) = 0.6846
- gap between HOMO and LUMO (eV) = 9.3


5.
The following is a quantum chemistry calculation of a cluster of 3 separate species, C4H14NO in total at a distorted geometry, from OMol25.

Each line ends with the Löwdin charge.
CARTESIAN COORDINATES (ANGSTROEM)
C (-1.051, 2.415, 1.274)  -0.062
C (-0.537, 2.995, -0.064)  -0.122
N (1.564, -1.413, -1.011)  0.200
C (0.833, -2.590, -0.486)  -0.261
C (-0.632, -2.335, -0.835)  -0.090
H (-0.343, 1.481, 1.495)  0.095
H (-2.007, 1.893, 1.075)  0.089
H (-1.180, 3.038, 2.200)  0.114
H (-0.397, 4.073, 0.045)  0.079
H (0.416, 2.488, -0.156)  0.057
H (-1.035, 2.896, -1.057)  0.097
H (1.227, -0.543, -0.535)  0.060
H (1.113, -2.867, 0.520)  0.124
H (1.205, -3.423, -1.204)  0.167
H (-0.868, -1.266, -0.546)  0.076
H (-0.610, -2.355, -1.952)  0.091
H (-1.546, -2.944, -0.690)  0.096
H (2.577, -1.522, -0.838)  0.139
H (0.730, -0.044, 1.850)  0.054
O (0.543, 0.022, 0.914)  -0.002

Results
- energy above the lowest of the compared OMol25 structures with the same formula, charge and spin (kJ/mol) = 855.04
- lowest unoccupied orbital energy (eV) = -9.9021
- net charge = +1
- gap between HOMO and LUMO (eV) = 4.9


6.
The following is a quantum chemistry calculation of a structure of composition C4H6FIN3 at a distorted geometry, from OMol25.

Each line ends with the Löwdin charge.
CARTESIAN COORDINATES (ANGSTROEM)
C (-0.218, 0.105, 1.578)  -0.112
C (0.087, -1.115, -0.347)  -0.253
C (-0.041, 1.427, 0.988)  -0.099
C (-1.142, 0.275, -0.831)  -0.581
N (0.098, -0.930, 0.918)  0.157
N (-0.472, 1.376, -0.382)  -0.154
N (0.711, -1.891, -1.151)  0.208
F (0.386, 1.797, -1.374)  0.041
I (-3.106, -0.098, -0.039)  0.986
H (-0.755, -0.021, 2.435)  0.106
H (-0.461, 2.182, 1.623)  0.139
H (1.066, 1.624, 0.856)  0.187
H (-1.248, 0.261, -1.866)  0.052
H (0.239, -2.348, -1.978)  0.180
H (1.704, -2.027, -1.028)  0.144

Results
- lowest unoccupied orbital energy (eV) = -5.0875
- net charge = +1
- gap between HOMO and LUMO (eV) = 8.7